The following is a quantum chemistry calculation of the ion C5H7IN5 with charge +1, from OMol25.

Its total charge is +1. The LUMO energy (alpha / beta) is -7.670 / -7.035 eV.

Atoms and positions in Å:
C: -1.37 0.10 -0.19
C: -0.73 1.30 -0.10
C: -2.74 0.38 -0.11
C: 1.78 -0.36 0.57
C: 0.69 1.51 -0.39
N: -1.64 2.26 0.10
N: 1.62 0.91 0.57
N: -2.87 1.76 0.08
N: 1.38 -1.27 -0.30
N: 1.84 -2.58 -0.07
I: -4.57 -0.75 0.21
H: 2.60 -0.63 1.32
H: 0.96 1.15 -1.35
H: 0.87 2.58 -0.39
H: -3.69 2.30 0.25
H: 2.67 -2.41 0.44
H: 1.94 -3.00 -0.99
H: 1.25 -3.24 0.37

Here are the Mulliken charges for atoms 1 to 6, given in e: 0.422, 0.522, -0.478, -0.009, -0.472, -0.552

The following is a quantum chemistry calculation of the molecule C5H7IO2, from OMol25.

The LUMO energy (alpha / beta) is -1.422 / -1.422 eV.

Atoms and positions in Å:
C: 2.86 0.40 -1.03
C: 1.60 0.64 -0.84
C: -1.33 0.19 1.20
C: -1.73 -1.06 0.24
C: 0.92 0.24 0.34
O: -0.28 0.85 0.62
O: -0.70 -1.72 -0.27
I: 1.65 -1.11 1.72
H: 3.29 0.66 -2.02
H: 3.64 -0.07 -0.32
H: 0.90 1.15 -1.55
H: -2.20 0.96 1.43
H: -0.98 -0.19 2.18
H: -2.25 -1.82 1.03
H: -2.43 -0.72 -0.50

Here are the Mulliken charges for atoms 1 to 6, given in e: -0.719, 0.155, -0.447, -0.217, 0.160, -0.304

The following is a quantum chemistry calculation of a structure of composition C5H7IrO5, from OMol25.

Its total charge is +1. The LUMO energy (alpha / beta) is -5.145 / -8.372 eV. The multiplicity is 6.

Atoms and positions in Å:
O: 3.06 0.33 3.03
C: 2.13 -0.29 3.42
O: 1.70 -1.21 4.03
O: 0.07 1.98 2.46
C: 0.18 0.76 2.29
O: 0.04 0.50 0.91
C: -0.08 -0.81 0.37
C: -0.82 -0.74 -0.95
O: -0.38 0.38 -1.68
C: -0.87 0.41 -3.00
Ir: 0.16 2.38 0.15
H: -0.64 -1.42 1.08
H: 0.94 -1.19 0.22
H: -1.91 -0.67 -0.77
H: -0.62 -1.68 -1.51
H: -0.50 1.33 -3.47
H: -0.49 -0.46 -3.57
H: -1.97 0.41 -3.02

Here are the Mulliken charges for atoms 1 to 6, given in e: -0.331, 0.739, -0.325, -0.385, 0.370, -0.261

The following is a quantum chemistry calculation of the molecule C5H7N, from OMol25.

As for the structure (SMILES): C[C@@H]1C=CN=C1. The LUMO energy is 0.601 eV.

Atoms and positions in Å:
C: -1.09 0.51 -0.91
C: -0.02 -0.58 -0.54
C: -0.21 -0.80 0.94
C: 0.55 0.13 1.54
N: 1.43 0.81 0.64
C: 1.28 0.19 -0.47
H: -2.10 0.16 -0.69
H: -1.06 0.89 -1.93
H: -0.83 1.34 -0.24
H: -0.03 -1.45 -1.21
H: -0.83 -1.56 1.41
H: 0.80 0.28 2.57
H: 2.13 0.11 -1.13

Here are the Mulliken charges for atoms 1 to 6, given in e: -1.129, 0.151, -0.420, -0.453, -0.517, -0.244

The following is a quantum chemistry calculation of the molecule C5H7N, from OMol25.

As for the structure (SMILES): Cc1cc[nH]c1. The LUMO energy is 1.022 eV.

Atoms and positions in Å:
C: 1.93 0.10 0.06
C: 0.44 0.05 0.07
C: -0.55 1.12 0.20
C: -1.77 0.64 0.15
N: -1.63 -0.63 -0.34
C: -0.33 -1.01 -0.40
H: 2.33 0.58 0.96
H: 2.41 -0.87 0.01
H: 2.33 0.67 -0.78
H: 0.05 1.39 1.18
H: -2.71 1.12 0.27
H: -2.42 -1.22 -0.59
H: -0.05 -1.99 -0.76

Here are the Mulliken charges for atoms 1 to 6, given in e: -1.218, 0.641, -0.337, -0.401, -0.003, -0.615

The following is a quantum chemistry calculation of a cluster of 2 separate species, C5H7N in total, from OMol25.

The LUMO energy is -0.638 eV.

Atoms and positions in Å:
C: 1.27 -0.61 1.08
C: 0.36 0.58 0.98
C: 0.13 -0.81 0.27
C: 0.03 0.48 -0.53
C: -1.23 0.83 -1.30
N: 2.13 -1.10 1.84
H: -0.07 1.30 1.72
H: -1.33 -1.96 -0.23
H: 0.95 0.44 -1.18
H: -2.03 0.82 -0.67
H: -1.44 0.17 -2.10
H: -1.24 1.87 -1.80
H: 2.49 -2.01 1.93

Here are the Mulliken charges for atoms 1 to 6, given in e: 0.668, -0.596, -0.522, 0.468, -1.465, -0.681

The following is a quantum chemistry calculation of the molecule C5H7N, from OMol25.

As for the structure (SMILES): C[C@]12CN=C1C2. The LUMO energy (alpha / beta) is 0.157 / 0.153 eV.

Atoms and positions in Å:
C: 0.52 0.26 1.15
C: -0.14 -0.08 -0.13
C: 0.42 -1.03 -1.28
N: 0.70 0.11 -2.18
C: 0.10 1.06 -1.52
C: -1.05 0.92 -0.62
H: 1.60 0.07 1.09
H: -0.03 -0.42 1.86
H: 0.54 1.26 1.30
H: 1.26 -1.52 -0.90
H: -0.25 -1.90 -1.53
H: -1.39 1.75 -0.07
H: -2.03 0.80 -1.34

Here are the Mulliken charges for atoms 1 to 6, given in e: -1.334, 0.693, -0.606, -0.419, -0.090, -0.323

The following is a quantum chemistry calculation of a structure of composition C5H7N, from OMol25.

The LUMO energy is 0.734 eV.

Atoms and positions in Å:
C: 0.76 -1.12 0.59
C: 0.66 -0.55 -0.80
N: -0.66 -0.41 -1.42
C: -0.30 0.98 -1.15
C: -0.82 1.48 0.10
C: -1.32 2.01 1.07
H: 0.10 -0.59 1.28
H: 0.48 -2.18 0.57
H: 1.79 -1.05 0.97
H: 1.38 -0.94 -1.53
H: -1.34 -0.73 -0.74
H: 1.02 0.61 -0.86
H: -1.76 2.49 1.92

Here are the Mulliken charges for atoms 1 to 6, given in e: -1.032, -0.045, -0.475, -0.661, -0.255, 0.187

The following is a quantum chemistry calculation of the molecule C5H7N, from OMol25.

As for the structure (SMILES): Cc1cc[nH]c1. The LUMO energy is 1.090 eV.

Atoms and positions in Å:
C: -0.71 -0.45 1.76
C: -0.21 -0.20 0.37
C: 1.08 -0.53 -0.15
C: 1.21 0.09 -1.37
N: 0.04 0.74 -1.64
C: -0.83 0.56 -0.60
H: -0.08 -1.17 2.29
H: -0.70 0.49 2.32
H: -1.74 -0.83 1.78
H: 1.84 -1.14 0.34
H: 2.04 0.12 -2.06
H: -0.12 1.33 -2.43
H: -1.83 0.99 -0.61

Here are the Mulliken charges for atoms 1 to 6, given in e: -1.119, 0.753, -0.492, -0.540, 0.013, -0.753

The following is a quantum chemistry calculation of the molecule C5H7N, from OMol25.

The LUMO energy is 0.991 eV.

Atoms and positions in Å:
C: -0.70 1.23 -0.06
C: -0.59 -0.21 0.37
C: -0.05 0.47 -1.18
N: 1.28 0.10 -1.19
C: 0.71 -0.56 1.10
C: 0.78 -0.91 -0.34
H: -0.10 1.87 0.57
H: -1.73 1.56 -0.20
H: -1.47 -0.85 0.34
H: -0.74 0.28 -2.02
H: 0.51 -1.21 1.94
H: 1.49 0.19 1.31
H: 0.60 -1.96 -0.63

Here are the Mulliken charges for atoms 1 to 6, given in e: -0.709, -0.128, 0.141, -0.904, -0.731, 0.123

The following is a quantum chemistry calculation of the molecule C5H7N, from OMol25.

The LUMO energy is -0.107 eV.

Atoms and positions in Å:
C: 1.96 -0.01 0.14
C: 0.44 0.25 0.06
C: -0.40 -0.75 -0.22
N: -1.82 -0.62 -0.15
C: -2.44 0.53 -0.06
C: 0.38 1.54 0.57
H: 2.21 -0.47 1.09
H: 2.20 -0.67 -0.69
H: 2.59 0.89 0.03
H: -0.05 -1.72 -0.55
H: -2.29 -1.52 -0.11
H: -3.52 0.28 0.08
H: 0.74 2.27 -0.19

Here are the Mulliken charges for atoms 1 to 6, given in e: -1.341, 0.735, -0.274, 0.052, -0.622, -0.552

The following is a quantum chemistry calculation of the molecule C5H7N, from OMol25.

As for the structure (SMILES): C=C=C/C=N/C. The LUMO energy is 0.843 eV.

Atoms and positions in Å:
C: 1.60 1.19 1.80
C: 0.37 1.00 1.44
C: -0.84 0.91 0.94
C: -0.98 0.10 -0.28
N: -0.01 -0.63 -0.63
C: -0.14 -1.48 -1.77
H: 2.26 0.43 2.20
H: 1.86 2.24 1.82
H: -1.70 1.32 1.48
H: -1.96 0.09 -0.78
H: 0.04 -2.52 -1.46
H: 0.64 -1.23 -2.50
H: -1.12 -1.41 -2.27

Here are the Mulliken charges for atoms 1 to 6, given in e: -0.628, 0.239, -0.641, 0.122, -0.332, -0.667

Q: Which DFT total energy values were calculated for the entries above? A: -765.6437, -642.7115, -674.6726, -249.4034, -249.3951, -249.2048, -249.2503, -249.2523, -249.4684, -249.2942, -249.2326, -249.3734, in Eh.
Q: Which energy relative to the best compared isomer or geometry (same formula, charge and spin) values were calculated for the entries above? A: 768.9, 320.9, 136.0, 183.4, 205.1, 704.8, 585.2, 580.1, 12.6, 470.0, 631.8, 262.1, in kJ/mol.